Computed, not measured: a 8-piece molecular cluster, C18H36Br14O2 overall, with wB97M-V/def2-TZVPD.

Summary:
Lowest unoccupied orbital energy, eV: 0.058
SMILES: CCOC(C)=O.BrCCBr.BrCCBr.BrCCBr.BrCCBr.BrCCBr.BrCCBr.BrCCBr
Strongest force on any atom, eV/Å: 2.5
HOMO level, eV: -9.84

Element x y z (Å)
O1 -2.70316 -0.57649 -0.75326
C1 -2.83605 -0.29020 -1.93353
O2 -3.96853 -0.46387 -2.67760
C2 -5.09590 -1.22889 -2.26306
C3 -6.08172 -1.39119 -3.39266
C4 -1.89715 0.66649 -2.68922
H1 -5.53658 -0.79738 -1.36434
H2 -4.68971 -2.17828 -1.91413
H3 -6.71251 -0.51327 -3.53209
H4 -6.56956 -2.36368 -3.45890
H5 -5.58066 -1.48871 -4.35575
H6 -1.67086 1.47539 -1.99454
H7 -2.45772 1.14970 -3.48945
H8 -0.91225 0.32676 -3.00960
Br1 3.76422 -6.03243 3.29635
C5 3.99126 -4.90409 1.64672
C6 3.09507 -3.70024 1.68343
Br2 3.62328 -2.30566 0.38914
H9 3.74123 -5.63241 0.87527
H10 5.01572 -4.53508 1.59760
H11 3.17902 -3.24051 2.66816
H12 2.04630 -3.96501 1.54895
Br3 4.08560 4.55976 2.74459
C7 3.92880 2.94065 3.83839
C8 4.02444 1.69534 2.82327
Br4 3.73576 -0.18048 3.54958
H13 2.92718 2.93790 4.26833
H14 4.68683 2.95835 4.62146
H15 5.00104 1.73021 2.34042
H16 3.46347 1.74092 1.88983
Br5 -4.48235 -1.15150 4.02074
C9 -4.40375 0.11355 2.52113
C10 -3.67422 1.28983 3.00560
Br6 -3.39709 2.70198 1.61117
H17 -5.41317 0.44590 2.27879
H18 -4.02505 -0.43575 1.65918
H19 -2.68649 0.86051 3.17341
H20 -4.06945 1.78126 3.89464
Br7 4.63835 0.98470 -1.03046
C11 3.70773 0.36906 -2.70501
C12 4.80080 -0.04299 -3.77188
Br8 5.87783 1.63180 -4.02137
H21 3.04414 1.16144 -3.05123
H22 3.05448 -0.44656 -2.39494
H23 4.35221 -0.52679 -4.63953
H24 5.38083 -0.90944 -3.45418
Br9 -1.20621 -1.93896 2.92984
C13 -2.24028 -3.25643 1.73788
C14 -1.45294 -3.66364 0.42539
Br10 -2.71237 -4.85001 -0.56913
H25 -3.15635 -2.74883 1.43578
H26 -2.34179 -4.16067 2.33799
H27 -0.48269 -4.15127 0.51996
H28 -1.28250 -2.81569 -0.23795
Br11 0.42606 1.75941 2.62148
C15 -0.10995 0.85059 0.94525
C16 1.01738 -0.07450 0.46466
Br12 0.64208 -0.84231 -1.30173
H29 -0.47049 1.48569 0.13608
H30 -1.00228 0.25003 1.12177
H31 1.20291 -0.97072 1.05665
H32 1.90050 0.55350 0.34710
Br13 0.71872 3.35468 -3.47592
C17 0.70251 4.31242 -1.64478
C18 0.58419 5.79839 -1.82516
Br14 0.31009 6.53860 -0.03391
H33 1.69682 4.15677 -1.22619
H34 -0.11002 3.93617 -1.02323
H35 -0.30518 5.91097 -2.44519
H36 1.37018 6.34518 -2.34605

Computed, not measured: C17H29FNO2P2Tb as an isolated structure, with wB97M-V/def2-TZVPD.

Summary:
Lowest unoccupied orbital energy (spin up / spin down), eV: 0.217 / 0.233
Spin multiplicity: 7
Strongest force on any atom, eV/Å: 2.4
ΔE to the lowest compared entry with this formula, charge and spin, kcal per mole: 12.5
HOMO level (spin up / spin down), eV: -7.32 / -7.29

Element x y z (Å)
C1 -0.94412 -4.21275 -0.08948
C2 -0.79311 -2.86367 -0.41661
N1 -0.30095 -1.98846 0.50237
C3 0.23354 -2.45792 1.65107
C4 0.18503 -3.81263 1.97058
C5 -0.44601 -4.68970 1.10261
C6 -1.28180 -2.35208 -1.75113
P1 -0.34177 -0.93492 -2.47757
Tb1 -0.45089 0.41464 -0.08196
P2 0.48552 0.28048 2.55029
C7 0.95692 -1.53597 2.62535
O1 -3.72989 -1.51466 -1.56104
O2 -3.13990 0.74881 -1.19780
H1 -1.41368 -4.85305 -0.82486
H2 0.63010 -4.13238 2.91970
H3 -0.54069 -5.74443 1.36617
C8 0.98077 -1.73229 -3.44192
C9 -1.46393 -0.36357 -3.79528
H4 0.75487 -1.87532 3.67059
H5 2.06004 -1.58064 2.45860
H6 -2.59898 -2.00533 -1.66052
H7 -1.23150 -3.18257 -2.49249
C10 1.97536 1.05145 3.28152
C11 -0.69219 0.36179 3.95217
H8 -2.45699 0.98857 0.04584
H9 -3.56447 1.61004 -1.33645
H10 -3.62844 -0.46612 -1.36096
H11 -4.31135 -1.92377 -0.91974
H12 1.51147 0.17281 -0.31180
H13 -2.09475 1.10076 0.83380
H14 0.55334 -2.29633 -4.28592
H15 1.63887 -0.93971 -3.81865
H16 1.56052 -2.40042 -2.79358
H17 -1.64036 -1.16601 -4.52501
H18 -2.41587 -0.01265 -3.37780
H19 -0.98024 0.48480 -4.29612
H20 -0.18854 0.15042 4.90838
H21 -1.11147 1.37698 3.96407
H22 -1.50447 -0.35850 3.78719
H23 2.06376 0.82200 4.35462
H24 2.87058 0.71015 2.74379
H25 1.86986 2.13710 3.14495
F1 0.70121 6.75741 -1.30705
C12 0.50576 5.41565 -1.07132
C13 -0.27600 5.04183 0.01964
C14 -0.46890 3.65911 0.24956
C15 0.10485 2.74052 -0.60612
C16 0.88716 3.11974 -1.68031
C17 1.09538 4.49238 -1.92911
H26 -0.72246 5.78903 0.67387
H27 -1.08327 3.32488 1.09575
H28 1.35195 2.37412 -2.33583
H29 1.70387 4.83042 -2.77342

Computed, not measured: an isolated ion of composition C18H27BrN4O5P and charge +1, with wB97M-V/def2-TZVPD.

Summary:
Lowest unoccupied orbital energy, eV: -4.619
SMILES: C#C[C@@]1(OCCNC[C@@H](C)O)CN(Cc2ccccc2C)C(N(Br)P(=O)(O)O)=[NH+]1
Charge: +1
Strongest force on any atom, eV/Å: 4.0
HOMO level, eV: -11.78

Element x y z (Å)
C1 0.88572 3.31161 -0.23449
C2 0.61786 2.35925 -0.92766
C3 0.03404 1.06810 -1.47434
O1 -0.84233 1.12548 -2.54799
C4 -1.96135 2.00250 -2.32728
C5 -3.02194 1.47003 -1.31736
N1 -2.94707 2.13961 0.00228
C6 -4.27569 2.08029 0.65190
C7 -4.25498 2.68420 2.08310
C8 -4.75081 4.17189 2.15243
O2 -5.06740 1.91714 2.99578
C9 1.29873 0.26136 -2.09084
N2 1.68542 -0.74202 -1.06169
C10 1.21991 -2.11375 -1.40606
C11 2.20799 -3.21488 -1.01094
C12 3.22770 -3.59968 -1.93282
C13 4.12419 -4.63015 -1.61994
C14 4.01729 -5.30327 -0.37456
C15 3.03712 -4.94622 0.56554
C16 2.13319 -3.89857 0.23111
C17 1.04581 -3.58186 1.29309
C18 1.05069 -0.15680 0.08436
N3 1.57519 0.06082 1.23670
Br1 0.50912 0.89567 2.52799
P1 3.24959 -0.37225 1.62960
O3 3.36381 -1.59154 2.40987
O4 4.17549 -0.41055 0.31971
O5 3.80984 0.88117 2.48786
N4 -0.27914 0.19327 -0.32967
H1 1.11065 4.10354 0.47401
H2 -2.47912 2.07897 -3.30555
H3 -1.68058 3.04015 -2.05404
H4 -3.05547 0.36721 -1.23108
H5 -4.01626 1.77071 -1.74144
H6 -2.80890 3.14132 -0.15030
H7 -5.04703 2.65051 0.07583
H8 -4.64455 1.03597 0.69578
H9 -3.20815 2.64326 2.45865
H10 -5.35271 4.40825 1.25302
H11 -5.35634 4.38383 3.05013
H12 -3.85432 4.82637 2.20953
H13 -4.66218 1.99652 3.86850
H14 2.07852 1.05586 -2.09920
H15 1.24959 -0.07329 -3.13889
H16 1.10480 -2.16129 -2.50710
H17 0.24013 -2.37444 -0.94406
H18 3.32141 -3.12191 -2.91944
H19 4.91147 -4.97705 -2.30511
H20 4.69391 -6.13271 -0.12934
H21 2.94391 -5.48396 1.52142
H22 1.46114 -2.99872 2.13662
H23 0.14621 -3.12918 0.83539
H24 0.71493 -4.55560 1.71323
H25 4.24846 -1.32794 -0.00724
H26 4.08586 1.56341 1.84257
H27 -0.86433 -0.58841 -0.62010

Computed, not measured: C29H31FeOSi as an isolated structure, with wB97M-V/def2-TZVPD.

Summary:
Lowest unoccupied orbital energy (spin up / spin down), eV: 2.678 / 2.674
Spin multiplicity: 5
Charge: -1
Strongest force on any atom, eV/Å: 2.7
HOMO level (spin up / spin down), eV: -1.20 / -2.74

Element x y z (Å)
C1 3.55353 -2.97334 1.77275
C2 2.17220 -3.42000 1.78592
C3 1.62731 -3.17041 3.10837
C4 2.67484 -2.56146 3.91716
C5 3.87066 -2.44675 3.09125
Fe1 2.34823 -1.50207 2.29670
C6 2.51632 0.40139 2.85037
C7 3.08474 0.18955 1.52422
C8 2.07859 -0.39511 0.69439
C9 0.82434 -0.51029 1.46901
C10 -0.39140 -0.98812 0.91811
C11 -1.58187 -1.22431 1.67892
C12 -2.29230 -2.43863 1.47072
C13 -3.43497 -2.71532 2.20741
C14 -3.92211 -1.78660 3.14136
C15 -3.24090 -0.57796 3.34483
C16 -2.06487 -0.30478 2.65081
C17 1.14497 -0.04010 2.83154
H1 4.24932 -3.09532 0.94598
H2 1.66011 -3.94410 0.98089
H3 0.64581 -3.47524 3.45543
H4 2.59766 -2.31894 4.97215
H5 4.84884 -2.10747 3.42469
H6 3.01958 0.89571 3.68224
H7 4.07977 0.49385 1.20085
H8 2.09452 -0.60140 -0.37438
H9 -0.30631 -1.48170 -0.05206
H10 -1.88256 -3.15401 0.75416
H11 -3.94743 -3.65986 2.04105
H12 -4.83124 -2.00249 3.71027
H13 -3.63934 0.14955 4.04979
H14 -1.52039 0.62726 2.82432
H15 0.40233 0.04598 3.61678
C18 -0.32709 -2.08979 -2.90319
Si1 -1.14968 -0.42856 -2.82691
C19 -1.59547 0.33033 -4.45241
C20 -2.63580 -0.31410 -1.70933
O1 0.17068 0.41522 -2.15527
C21 0.21928 1.62666 -1.58608
C22 -0.22074 1.99467 -0.33042
C23 -0.32531 3.47699 -0.23729
C24 0.11448 3.91793 -1.62483
C25 0.00440 5.15413 -2.24168
C26 0.39317 5.27569 -3.59055
C27 0.86860 4.16089 -4.31225
C28 0.95063 2.90643 -3.70275
C29 0.54682 2.81371 -2.36393
H16 -1.02143 -2.84489 -3.30360
H17 0.54457 -2.01863 -3.57457
H18 0.03606 -2.43592 -1.92335
H19 -2.44224 -0.22942 -4.87834
H20 -1.90277 1.37496 -4.32998
H21 -0.75230 0.28929 -5.15314
H22 -3.22948 -1.24047 -1.73792
H23 -2.30609 -0.14147 -0.67525
H24 -3.29876 0.51503 -2.01385
H25 -0.48782 1.30947 0.45058
H26 -1.34199 3.81599 -0.00069
H27 0.32597 3.91287 0.53678
H28 -0.38042 6.00823 -1.67837
H29 0.33032 6.24438 -4.08532
H30 1.17271 4.27611 -5.35710
H31 1.30167 2.01671 -4.22499

Computed, not measured: a 17-piece molecular cluster, H34O17 overall, with wB97M-V/def2-TZVPD.

Summary:
Lowest unoccupied orbital energy, eV: -0.297
Strongest force on any atom, eV/Å: 8.5
ΔE to the lowest compared entry with this formula, charge and spin, kcal per mole: 148.6
HOMO level, eV: -10.69

Element x y z (Å)
O1 3.03701 -0.12254 1.90240
H1 3.65288 -0.82111 1.57629
H2 2.17537 -0.40608 2.08239
O2 -2.41900 2.77997 4.02390
H3 -2.02957 2.03682 3.69256
H4 -2.01730 3.59053 3.98109
O3 0.41006 2.46815 -0.42215
H5 0.74221 1.73780 0.14386
H6 0.30455 2.18466 -1.34714
O4 -0.88196 -0.86040 -1.76329
H7 -0.75927 -0.49258 -2.72895
H8 -1.47845 -0.30797 -1.35710
O5 -4.29978 0.00595 3.04990
H9 -3.69215 -0.79981 2.59608
H10 -4.89009 0.39279 2.51048
O6 4.04802 -3.16999 1.71837
H11 3.72445 -3.59710 0.91943
H12 4.99099 -2.99474 2.09461
O7 -0.15458 0.46958 -4.91272
H13 0.09174 -0.44058 -5.01031
H14 -0.48393 0.71792 -5.80197
O8 4.32375 2.87105 -0.15228
H15 4.32481 3.87927 -0.19697
H16 4.71994 2.76921 -1.01646
O9 -0.29330 -0.48853 0.82481
H17 -0.77111 -0.47990 1.62361
H18 -0.18806 -1.45639 0.55001
O10 2.12121 4.84667 -0.65088
H19 1.79829 4.11407 -0.21342
H20 2.06537 4.74123 -1.56851
O11 0.33087 -4.56897 4.17351
H21 -0.10410 -3.66990 3.93743
H22 1.16948 -4.56279 3.84726
O12 1.68866 -3.72121 -2.18852
H23 2.18599 -3.40766 -1.38928
H24 1.48211 -3.04716 -2.74617
O13 -0.02440 1.50700 3.82978
H25 0.37086 2.03508 4.58848
H26 0.68193 0.98462 3.51295
O14 -4.87160 2.31285 -2.21463
H27 -4.56804 2.40599 -1.30020
H28 -4.52871 2.79352 -2.83914
O15 -1.34738 -2.98263 0.61275
H29 -1.19902 -3.01039 -0.28283
H30 -2.24578 -2.62287 0.69356
O16 -3.90077 -0.27288 -1.66477
H31 -3.72382 -0.46996 -2.63303
H32 -4.73483 0.29227 -1.84703
O17 1.59061 -1.40153 -4.14472
H33 1.18875 -0.81754 -3.46924
H34 2.38708 -0.94380 -4.62376

Computed, not measured: C14H28AlCa2FO6S as an isolated structure, with wB97M-V/def2-TZVPD.

Summary:
Lowest unoccupied orbital energy, eV: -3.271
Strongest force on any atom, eV/Å: 7.2
HOMO level, eV: -5.95

Element x y z (Å)
C1 0.99595 3.61349 0.41234
C2 0.37090 2.92631 -0.93833
C3 -0.63124 1.65653 -0.67488
C4 -0.29147 0.76134 0.65402
C5 1.19905 0.08215 0.68032
C6 1.74274 -0.47167 -0.76287
Al1 3.53905 0.44675 -1.25277
C7 3.86453 0.21249 -3.28318
C8 3.19854 -1.05663 -4.11473
C9 3.46052 -1.15337 -5.74398
C10 4.38010 0.00640 -6.47985
C11 5.07710 1.24351 -5.61951
C12 4.82757 1.37235 -4.00396
H1 1.79689 4.44002 0.09890
H2 1.55883 2.88160 1.13080
H3 0.19259 4.18117 1.06488
H4 -0.29193 3.76765 -1.46563
H5 1.16866 2.61098 -1.74621
H6 -0.70083 0.98640 -1.65688
H7 -1.72800 2.10051 -0.52219
H8 -1.16198 -0.04657 0.77513
H9 -0.38357 1.47831 1.58743
H10 2.04213 0.75655 1.15263
H11 1.11793 -0.86788 1.39847
H12 1.98434 -1.63268 -0.63011
H13 0.97803 -0.40561 -1.64578
H14 3.29392 2.01468 -0.99246
H15 4.75711 -0.00672 -0.34627
H16 2.54167 -1.86008 -3.56583
H17 2.97740 -2.02271 -6.39145
H18 4.57644 -0.00062 -7.65368
H19 5.71636 2.05106 -6.17501
H20 5.29628 2.24514 -3.34001
Ca1 2.64889 -3.41908 -2.63575
O1 -4.41875 1.11700 0.84330
S1 -4.30458 -0.05128 1.73529
O2 -5.64908 -0.46932 2.17211
O3 -3.49447 0.30733 2.91356
O4 -3.65596 -1.16007 1.01192
O5 2.64355 -7.01104 -1.35734
H21 1.89237 -7.50922 -1.00173
H22 3.38640 -7.27314 -0.79301
Ca2 -4.52317 -2.94659 2.22552
F1 6.12022 1.30674 0.20829
C13 -7.17539 -0.03241 6.13827
C14 -6.17373 -1.14737 6.35645
O6 -5.35864 -1.29959 5.20375
H23 -7.80630 -0.24654 5.26931
H24 -7.81476 0.09486 7.01634
H25 -6.66359 0.91383 5.93460
H26 -6.68928 -2.09509 6.53764
H27 -5.53057 -0.93454 7.21582
H28 -4.89875 -0.45533 5.05629